1.
16
Properties=species:S:1:pos:R:3 method="wB97M-V/def2-TZVPD" largest_force_ev_per_a=0.52 gap_ha=0.338 total_charge=0 relative_energy_kcal_mol=52.2
C -2.427 -0.185 -0.293
C -1.003 -0.058 0.134
C -0.138 0.955 0.126
C 1.190 0.425 0.607
C 0.946 -1.011 1.048
C 2.215 0.249 -0.539
N -0.310 -1.197 0.663
H -3.017 -0.733 0.450
H -2.880 0.800 -0.432
H -2.503 -0.730 -1.241
H -0.350 1.970 -0.190
H 1.644 1.031 1.400
H 1.884 -0.536 -1.229
H 2.334 1.175 -1.106
H 3.182 -0.062 -0.139
H -0.768 -2.096 0.742

2.
19
Properties=species:S:1:pos:R:3 method="wB97M-V/def2-TZVPD" largest_force_ev_per_a=3.36 gap_ha=0.337 smiles="[H]/N=C/C=O.C=C(C)C" total_charge=0 relative_energy_kcal_mol=72.5
H -0.782 -0.682 -3.512
N -0.358 -0.609 -2.589
C -0.865 -1.368 -1.726
C -0.370 -1.449 -0.313
O -0.770 -2.274 0.507
H -1.706 -2.054 -1.897
H 0.747 -1.180 -0.338
C -1.054 0.488 0.203
C 0.211 0.691 0.707
C 1.229 1.505 -0.024
C 0.553 0.225 2.082
H -1.857 0.192 0.863
H -1.353 1.018 -0.690
H 0.890 1.769 -1.025
H 1.411 2.425 0.537
H 2.175 0.970 -0.102
H 0.413 1.048 2.797
H 1.587 -0.122 2.140
H -0.102 -0.593 2.380

3.
78
Properties=species:S:1:pos:R:3 method="wB97M-V/def2-TZVPD" largest_force_ev_per_a=4.56 s2=0.768 multiplicity=2 gap_ha="0.158 / 0.157" total_charge=-2 relative_energy_kcal_mol=15.3
Cd 2.822 -1.268 2.094
O -1.442 -0.686 6.628
C -0.345 -0.738 5.768
C 0.559 -1.828 5.806
C 1.464 -1.873 4.759
N 1.537 -0.911 3.867
C 0.737 0.226 3.846
C -0.321 0.305 4.850
C 1.086 1.100 2.776
O -0.351 2.773 3.580
O 2.100 0.815 2.004
C 2.487 -3.020 4.636
O 2.283 -4.045 5.240
O 3.406 -2.806 3.791
H -1.174 -1.368 7.264
H 0.524 -2.582 6.553
H -1.020 1.117 4.901
O 1.378 -2.816 1.417
N 2.068 -3.912 1.417
C 1.492 -4.962 2.024
C 2.066 -6.135 2.054
C 3.336 -6.292 1.525
C 3.968 -5.199 0.925
C 3.380 -3.903 0.975
S 4.164 -2.482 0.274
H 0.518 -4.706 2.404
H 1.568 -6.989 2.496
H 3.763 -7.245 1.546
H 4.935 -5.534 0.495
C -2.050 1.570 -0.577
P -0.384 1.239 0.070
C 0.580 1.661 -1.440
C 1.621 0.800 -1.766
C 2.322 0.926 -2.967
C 2.065 1.957 -3.776
C 1.013 2.815 -3.504
C 0.315 2.773 -2.316
C -0.153 2.662 1.123
C 0.530 2.459 2.464
C -0.605 4.096 3.808
C -0.639 5.087 2.938
C -0.588 5.097 1.479
C -0.514 3.915 0.693
P -2.710 0.283 -1.731
C -3.447 1.144 -3.085
C -4.511 0.524 -3.728
C -5.017 1.026 -4.893
C -4.556 2.216 -5.421
C -3.517 2.922 -4.754
C -3.015 2.359 -3.600
C -1.350 -0.673 -2.681
C -0.647 -1.642 -1.902
C 0.205 -2.491 -2.519
C 0.350 -2.585 -3.892
C -0.326 -1.662 -4.663
C -1.124 -0.679 -4.089
H -2.113 2.602 -0.985
H -2.729 1.542 0.334
H 1.811 -0.033 -1.109
H 2.987 0.150 -3.306
H 2.632 2.112 -4.736
H 0.834 3.716 -4.182
H -0.432 3.494 -2.079
H 1.209 3.255 2.653
H -0.834 4.312 4.883
H -0.928 6.076 3.271
H -0.668 6.113 1.069
H -0.830 3.957 -0.337
H -4.867 -0.423 -3.361
H -5.842 0.563 -5.452
H -5.008 2.638 -6.360
H -3.205 3.824 -5.064
H -2.256 2.947 -2.990
H -0.764 -1.740 -0.821
H 0.849 -3.197 -1.881
H 0.940 -3.321 -4.347
H -0.187 -1.605 -5.711
H -1.436 0.182 -4.677

4.
8
Properties=species:S:1:pos:R:3 method="wB97M-V/def2-TZVPD" largest_force_ev_per_a=3.14 gap_ha="0.303 / 0.303" smiles="O=S(=O)=C(F)F.F" total_charge=0 relative_energy_kcal_mol=84.6
O 1.763 -0.978 1.275
S 0.796 -0.697 0.300
O 0.645 -1.510 -0.827
C 0.571 1.086 -0.290
F -0.551 0.909 -1.029
F 0.411 1.973 0.756
F -1.736 -0.620 0.280
H -1.899 -0.163 -0.465

5.
22
Properties=species:S:1:pos:R:3 method="wB97M-V/def2-TZVPD" largest_force_ev_per_a=6.54 s2=0.757 multiplicity=2 gap_ha="0.395 / 0.161" total_charge=+1 relative_energy_kcal_mol=38.7
C 0.271 -1.083 -1.452
N -0.768 -0.622 -0.460
C -1.168 0.799 -0.857
C -1.674 1.643 0.354
S -0.553 1.782 1.830
C 1.595 -0.388 -1.157
N 2.372 -1.075 -0.158
H -0.167 -0.729 -2.417
H 0.317 -2.199 -1.524
H -1.536 -1.259 -0.429
H -0.126 1.329 -1.134
H -1.686 0.755 -1.810
H -2.538 1.138 0.789
H -1.932 2.635 -0.073
H 0.559 1.838 1.311
H 1.540 0.795 -0.967
H 2.265 -0.506 -2.070
H 2.120 -2.086 -0.253
H 2.138 -0.759 0.771
H -0.146 -0.056 3.712
H -0.819 -1.104 2.818
O -0.063 -0.848 3.177